[1]
Computed, not measured: an isolated molecule of C11H21N3O4 at a distorted geometry, with ωB97M-V with the def2-TZVPD basis set.

As for the gap between HOMO and LUMO: 9.638 eV. The spin multiplicity is 1. The relative energy (zero: lowest compared OMol25 entry of this formula, charge and spin) comes out at 206.33 kJ/mol. Its LUMO energy is 0.0182 hartree. Its SMILES is CC[C@H](C)[C@H](N)C(=O)N[C@@H](CCC(N)=O)C(=O)O. The HOMO energy comes out at -9.14 eV.

Geometry (Å):
C1 -2.05 0.67 0.36
C2 -0.50 0.44 0.87
C3 -2.48 -0.60 -0.46
C4 -2.14 -1.85 0.28
C5 -3.92 -0.50 -1.07
C6 -5.01 -0.53 0.09
C7 1.73 1.40 0.73
C8 2.18 2.43 -0.20
C9 2.76 0.32 1.05
C10 3.08 -0.68 -0.17
C11 4.50 -1.30 -0.19
H1 -1.59 1.92 -1.22
H2 -2.13 2.76 0.13
H3 -2.55 0.67 1.32
H4 -1.81 -0.56 -1.33
H5 -2.56 -2.70 -0.27
H6 -2.57 -1.87 1.28
H7 -1.07 -1.98 0.46
H8 -3.98 -1.20 -1.91
H9 -3.88 0.50 -1.48
H10 -5.85 0.04 -0.29
H11 -4.59 0.00 0.96
H12 -5.34 -1.57 0.29
H13 0.20 1.46 -0.70
H14 1.55 1.84 1.67
H15 2.38 -0.21 1.94
H16 3.68 0.80 1.39
H17 3.06 -0.15 -1.10
H18 2.13 -1.39 -0.26
H19 5.76 -2.66 -0.95
H20 4.03 -2.97 -1.32
H21 3.92 2.03 0.23
N1 -2.30 1.90 -0.39
N2 0.45 0.98 0.10
N3 4.84 -2.35 -1.04
O1 -0.24 -0.12 1.91
O2 1.43 3.26 -0.69
O3 5.42 -0.75 0.44
O4 3.49 2.50 -0.46

The molecule's Mulliken atomic charges, reported in e, are given here: number 1, C, carries -0.10; number 2, C, carries 0.08; number 3, C, carries 0.42; number 4, C, carries -1.52; number 5, C, carries -0.79; number 6, C, carries -1.08; number 7, C, carries 0.29; number 8, C, carries 0.34; number 9, C, carries -1.48; number 10, C, carries -0.27; number 11, C, carries 0.31; number 12, H, carries 0.31; number 13, H, carries 0.31; number 14, H, carries 0.45; number 15, H, carries 0.22; number 16, H, carries 0.41; number 17, H, carries 0.31; number 18, H, carries 0.33; number 19, H, carries 0.48; number 20, H, carries 0.37; number 21, H, carries 0.38; number 22, H, carries 0.28; number 23, H, carries 0.27; number 24, H, carries 0.22; number 25, H, carries 0.36; number 26, H, carries 0.52; number 27, H, carries 0.65; number 28, H, carries 0.35; number 29, H, carries 0.21; number 30, H, carries 0.27; number 31, H, carries 0.25; number 32, H, carries 0.38; number 33, N, carries -0.65; number 34, N, carries -0.07; number 35, N, carries -0.42; number 36, O, carries -0.66; number 37, O, carries -0.60; number 38, O, carries -0.63; number 39, O, carries -0.49

[2]
Computed, not measured: an isolated molecule of C11H21N7O3 at a distorted geometry, with ωB97M-V with the def2-TZVPD basis set.

As for the gap between HOMO and LUMO: 8.829 eV. The spin multiplicity is 1. The relative energy (zero: lowest compared OMol25 entry of this formula, charge and spin) comes out at 2.37 kJ/mol. Its LUMO energy is 0.0061 hartree. Its SMILES is CN(C)CCCNc1nc(N)c([N+](=O)[O-])c(NCCO)n1. The HOMO energy comes out at -8.66 eV.

Geometry (Å):
C1 2.14 3.37 1.97
N1 2.13 1.96 1.67
C2 1.73 1.18 2.83
H1 2.41 1.40 3.65
H2 0.70 1.40 3.16
H3 1.80 0.12 2.59
C3 1.29 1.65 0.52
C4 1.91 2.13 -0.79
H4 1.80 3.21 -0.89
H5 2.97 1.89 -0.79
C5 1.24 1.47 -2.00
N2 1.52 0.07 -2.09
C6 0.69 -0.91 -1.70
N3 1.19 -2.15 -1.74
C7 0.40 -3.15 -1.39
N4 0.93 -4.38 -1.46
H6 1.88 -4.46 -1.76
H7 0.35 -5.17 -1.19
C8 -0.96 -2.93 -0.98
N5 -1.79 -3.96 -0.60
O1 -1.37 -5.13 -0.61
O2 -2.95 -3.72 -0.25
C9 -1.37 -1.55 -0.95
N6 -0.54 -0.58 -1.32
N7 -2.61 -1.20 -0.59
H8 -3.19 -1.94 -0.22
C10 -3.01 0.17 -0.43
H9 -4.08 0.24 -0.62
H10 -2.47 0.78 -1.16
C11 -2.69 0.70 0.98
O3 -3.34 -0.02 1.99
H11 -4.29 0.00 1.84
H12 -1.62 0.58 1.17
H13 -2.95 1.77 1.03
H14 2.47 -0.22 -2.28
H15 0.15 1.57 -1.92
H16 1.58 1.95 -2.92
H17 1.20 0.56 0.47
H18 0.28 2.07 0.63
H19 2.79 3.54 2.83
H20 1.14 3.76 2.21
H21 2.54 3.93 1.13

The molecule's Mulliken atomic charges, reported in e, are given here: number 1, C, carries -0.99; number 2, N, carries -0.12; number 3, C, carries -0.97; number 4, H, carries 0.39; number 5, H, carries 0.31; number 6, H, carries 0.30; number 7, C, carries -0.16; number 8, C, carries -0.57; number 9, H, carries 0.42; number 10, H, carries 0.31; number 11, C, carries -0.74; number 12, N, carries -0.08; number 13, C, carries 0.06; number 14, N, carries -0.73; number 15, C, carries 0.55; number 16, N, carries -0.35; number 17, H, carries 0.22; number 18, H, carries 0.26; number 19, C, carries -0.43; number 20, N, carries 1.14; number 21, O, carries -0.80; number 22, O, carries -0.79; number 23, C, carries 0.77; number 24, N, carries -0.22; number 25, N, carries -0.09; number 26, H, carries 0.33; number 27, C, carries -0.88; number 28, H, carries 0.38; number 29, H, carries 0.32; number 30, C, carries 0.02; number 31, O, carries -0.55; number 32, H, carries 0.34; number 33, H, carries -0.07; number 34, H, carries 0.29; number 35, H, carries 0.27; number 36, H, carries 0.22; number 37, H, carries 0.34; number 38, H, carries 0.24; number 39, H, carries 0.08; number 40, H, carries 0.37; number 41, H, carries 0.33; number 42, H, carries 0.30

Among the records above, which one has the highest LUMO?
C11H21N3O4